Entry 1:
C35H92BrN2O13 | ωB97M-V with the def2-TZVPD basis set

Each line ends with the Mulliken charge.
Positions of all 143 atoms, in Å:
C1 5.0701 -3.4164 0.4433  -0.81
C2 5.9375 -2.3196 -0.1863  -0.63
C3 5.3475 -0.9115 -0.0753  -0.46
C4 3.8546 -0.8480 -0.4486  -0.49
C5 3.4030 0.5315 -0.9737  -0.85
C6 2.5485 1.3089 0.0355  -0.78
C7 1.2639 0.5283 0.3686  -0.82
C8 0.0364 1.4068 0.6046  -0.33
C9 -0.3740 2.1770 -0.6747  -1.20
C10 -1.6763 1.6906 -1.2882  -0.46
C11 -1.9566 2.2838 -2.6665  -1.21
C12 -0.8044 2.1501 -3.6203  0.40
O1 0.0594 1.3429 -3.5594  -0.44
Br1 -0.8205 3.4894 -5.0254  -0.18
N1 -1.6466 0.1938 -1.2951  0.12
C13 -1.6922 -0.4108 0.1047  -0.78
C14 -1.0227 -1.7968 0.0613  -1.65
C15 -1.9882 -2.9692 0.3781  -1.13
C16 -1.5872 -3.7818 1.6238  -0.17
C17 -0.8079 -5.0696 1.3069  -1.16
C18 -1.6984 -6.2904 1.0689  -0.25
C19 -2.5250 -6.2429 -0.2284  -0.86
C20 -1.1617 0.6017 1.1504  -0.98
C21 -0.8802 -0.0212 2.5217  -0.93
C22 -2.0698 -0.2510 3.4438  -0.02
C23 -3.4670 -0.3896 2.8848  -1.10
N2 -1.8081 -0.3060 4.6824  -0.72
H1 5.6601 -4.3311 0.4839  0.36
H2 4.1711 -3.5773 -0.1470  0.17
H3 4.8373 -3.1403 1.4746  0.17
H4 6.8878 -2.3162 0.3594  0.32
H5 6.1946 -2.5574 -1.2220  0.24
H6 5.9210 -0.2406 -0.7206  0.29
H7 5.4555 -0.5528 0.9508  0.20
H8 3.6679 -1.6154 -1.2042  0.42
H9 3.2943 -1.1270 0.4472  0.23
H10 2.8363 0.3866 -1.9003  0.22
H11 4.2859 1.1190 -1.2275  0.41
H12 2.2959 2.2665 -0.4282  0.43
H13 3.1455 1.4943 0.9301  0.39
H14 1.4471 -0.0671 1.2653  0.80
H15 1.0780 -0.1782 -0.4492  -0.03
H16 0.2671 2.1572 1.3639  1.10
H17 0.4583 2.1326 -1.3768  0.66
H18 -0.5272 3.2271 -0.4213  0.20
H19 -2.4991 2.0020 -0.6438  0.30
H20 -2.8103 1.7812 -3.1409  0.46
H21 -2.2646 3.3199 -2.5284  0.65
H22 -0.8082 -0.0984 -1.8057  0.72
H23 -2.4527 -0.1659 -1.8063  0.56
H24 -2.7510 -0.5621 0.3110  1.54
H25 -0.6281 -1.9739 -0.9455  0.78
H26 -0.1629 -1.8552 0.7221  0.42
H27 -1.9819 -3.6513 -0.4715  0.45
H28 -3.0214 -2.6201 0.4600  0.49
H29 -2.5028 -4.0847 2.1342  -0.03
H30 -1.0087 -3.1838 2.3321  0.41
H31 -0.0999 -4.9286 0.4825  0.38
H32 -0.2014 -5.3046 2.1870  0.41
H33 -2.3746 -6.3822 1.9228  0.06
H34 -1.0688 -7.1823 1.0326  0.45
H35 -1.9059 -5.8127 -1.0215  0.24
H36 -3.4009 -5.6055 -0.0886  0.22
H37 -2.8240 -7.2431 -0.5293  0.22
H38 -1.9503 1.3456 1.3078  1.12
H39 -0.2992 -0.9410 2.4707  0.38
H40 -0.2557 0.6950 3.0604  0.70
H41 -4.1940 -0.4553 3.6918  0.54
H42 -3.5335 -1.2849 2.2630  0.14
H43 -3.7412 0.4867 2.2915  0.26
H44 -2.6497 -0.4687 5.2331  0.31
C24 3.6452 -6.6182 -1.3699  -0.34
O2 4.5146 -5.6130 -1.8748  -0.46
H45 2.8395 -6.1126 -0.8415  -0.01
H46 3.2158 -7.2181 -2.1770  0.30
H47 4.1635 -7.2772 -0.6689  0.27
H48 5.2339 -6.0485 -2.3400  0.27
C25 -1.0457 5.0147 2.6306  -0.75
O3 -1.6675 4.5973 1.4169  -0.26
H49 -0.7295 4.1208 3.1650  0.20
H50 -0.1684 5.6351 2.4344  0.33
H51 -1.7440 5.5709 3.2589  0.33
H52 -1.9672 5.3811 0.9372  0.18
C26 -3.3878 -10.3742 0.5595  -0.57
O4 -3.5859 -9.3437 -0.4047  -0.48
H53 -2.9618 -9.9099 1.4456  0.22
H54 -4.3328 -10.8510 0.8300  0.27
H55 -2.6948 -11.1343 0.1916  0.27
H56 -3.9627 -9.7453 -1.1925  0.28
C27 5.2064 -0.5081 4.4076  -0.69
O5 4.4018 -0.8075 3.2703  -0.36
H57 5.5722 -1.4531 4.8005  0.23
H58 6.0613 0.1160 4.1350  0.29
H59 4.6263 -0.0043 5.1844  0.27
H60 4.0757 0.0252 2.9174  0.23
C28 -4.5234 -5.5457 4.2720  -0.65
O6 -3.7127 -4.3945 4.0403  -0.43
H61 -4.4942 -6.1503 3.3684  0.23
H62 -4.1397 -6.1370 5.1060  0.30
H63 -5.5595 -5.2666 4.4767  0.30
H64 -3.7312 -3.8585 4.8380  0.26
C29 -4.9350 4.3251 -4.5835  -0.45
O7 -4.0668 5.4529 -4.6191  -0.39
H65 -5.7988 4.5930 -3.9816  0.29
H66 -5.2727 4.0559 -5.5861  0.34
H67 -4.4420 3.4613 -4.1290  0.01
H68 -3.3051 5.2157 -5.1595  0.21
C30 -4.2000 8.7911 -2.2871  -0.40
O8 -3.6314 7.4988 -2.5381  -0.53
H69 -3.9639 9.0537 -1.2585  -0.01
H70 -3.7747 9.5424 -2.9522  0.32
H71 -5.2846 8.7684 -2.4064  0.29
H72 -3.8393 7.2434 -3.4470  0.27
C31 -4.6346 10.0665 1.5362  -0.55
O9 -3.4887 9.3464 1.9763  -0.50
H73 -4.9674 10.6859 2.3645  0.26
H74 -4.3914 10.7127 0.6877  0.25
H75 -5.4413 9.3819 1.2593  0.25
H76 -3.1866 8.7907 1.2529  0.30
C32 2.6307 3.4679 -6.5314  -0.53
O10 3.0806 3.2906 -5.1930  -0.44
H77 3.4649 3.8459 -7.1162  0.25
H78 2.3019 2.5182 -6.9618  0.26
H79 1.8125 4.1914 -6.5776  0.19
H80 2.3435 2.9490 -4.6789  0.24
C33 5.2979 3.8674 -1.9723  -0.47
O11 5.6824 3.1615 -0.7955  -0.47
H81 4.2456 3.6551 -2.1495  0.09
H82 5.4237 4.9456 -1.8481  0.34
H83 5.8715 3.5374 -2.8412  0.27
H84 6.6122 3.3422 -0.6331  0.27
C34 -4.8809 5.2220 -0.8058  -0.40
O12 -3.8110 6.0470 -0.4131  -0.38
H85 -5.0274 4.4709 -0.0282  0.30
H86 -5.8108 5.7902 -0.9173  0.32
H87 -4.6620 4.7175 -1.7529  -0.12
H88 -3.6869 6.7365 -1.1287  0.40
C35 8.3891 -4.8941 1.7008  -0.53
O13 7.3406 -5.7520 2.1390  -0.50
H89 8.3720 -4.8677 0.6139  0.22
H90 8.2397 -3.8795 2.0811  0.21
H91 9.3659 -5.2592 2.0282  0.34
H92 7.3616 -5.7651 3.0994  0.29

* orbital gap: 8.7 eV
* molar mass: 829.03 g mol⁻¹
* LUMO level: -0.1011 hartree
* total energy: -137416.796 eV
* net charge: +1

=====

Entry 2:
C35H96BrF9N8O17S3 | ωB97M-V with the def2-TZVPD basis set

Each line ends with the Mulliken charge.
Positions of all 169 atoms, in Å:
C1 3.9920 6.3005 3.4128  -1.21
C2 5.5084 6.0637 3.5603  0.75
C3 6.3648 7.3749 3.6201  -0.73
O1 7.7560 7.0556 3.9319  -0.66
C4 8.3406 7.9576 4.8903  -0.73
N1 5.8462 5.2833 4.8835  -0.17
H1 6.6982 5.5543 5.3556  0.19
H2 5.0937 5.3276 5.5579  0.40
H3 5.8862 4.2828 4.7442  0.37
H4 3.5423 6.8545 4.2365  0.41
H5 3.4929 5.3340 3.3397  0.43
H6 3.8661 6.7276 2.4180  0.21
H7 6.0077 5.3756 2.8783  -0.41
H8 5.9497 8.0621 4.3576  0.59
H9 6.3400 7.8227 2.6267  0.27
H10 8.4698 9.0269 4.7193  0.31
H11 9.3178 7.5024 5.0515  0.00
H12 7.7316 7.9891 5.7943  0.58
C5 13.5047 13.6916 2.2165  -1.12
C6 12.0935 13.6450 2.7181  0.22
C7 11.2795 14.8436 2.1025  -0.87
O2 9.9365 14.6863 2.4982  -0.33
C8 9.1079 15.7673 2.1204  -0.78
N2 11.4395 12.2834 2.2931  -0.33
H13 11.5613 12.0780 1.3103  0.36
H14 11.8006 11.4142 2.6627  0.24
H15 10.4550 12.2449 2.5217  0.41
H16 14.0555 14.1476 3.0390  0.40
H17 13.7060 14.2647 1.3114  0.40
H18 13.8458 12.6872 1.9645  0.06
H19 12.1275 13.5630 3.8042  0.45
H20 11.4334 14.9256 1.0259  0.45
H21 11.6942 15.7743 2.4913  0.51
H22 9.5209 16.7366 2.4013  0.33
H23 8.1067 15.7960 2.5497  0.27
H24 9.0237 15.7136 1.0347  0.34
C9 11.7029 7.9655 2.5014  -0.99
C10 10.7079 7.8945 1.3544  0.07
C11 11.2666 7.2393 0.0899  -0.88
O3 11.9688 6.0812 0.5372  -0.15
C12 12.9618 5.4619 -0.3883  -0.01
N3 9.5154 7.0170 1.7766  1.43
H25 8.8688 6.7625 1.0422  -0.22
H26 9.8602 6.0829 1.9523  -0.12
H27 8.9083 7.3267 2.5243  -0.10
H28 12.4886 8.6432 2.1664  0.04
H29 12.0920 6.9751 2.7360  0.26
H30 11.2662 8.4883 3.3527  0.43
H31 10.2626 8.8691 1.1546  0.56
H32 11.9866 7.9119 -0.3779  0.17
H33 10.5850 6.9510 -0.7109  0.72
H34 13.5411 4.6962 0.1281  0.59
H35 13.8187 6.0811 -0.6568  -0.21
H36 12.6217 5.1191 -1.3655  -0.41
C13 19.6660 2.0435 -4.3866  -1.44
C14 18.5714 3.0707 -4.0194  0.18
C15 18.6804 3.3672 -2.5258  -0.92
O4 17.5997 4.1194 -2.1451  -0.13
C16 17.3929 4.0700 -0.7747  -0.60
N4 18.6503 4.3773 -4.8662  -0.10
H37 19.5493 4.8118 -4.7083  0.39
H38 18.5672 4.1314 -5.8434  0.42
H39 17.8931 5.0178 -4.6686  0.16
H40 19.5812 1.1408 -3.7823  0.39
H41 20.6366 2.5401 -4.3813  0.38
H42 19.6297 1.7191 -5.4268  0.44
H43 17.6081 2.6684 -4.3327  0.31
H44 19.5766 3.9689 -2.3691  0.55
H45 18.7797 2.4149 -2.0043  0.44
H46 18.1448 4.6554 -0.2437  0.42
H47 17.4974 3.0604 -0.3761  0.48
H48 16.4768 4.5413 -0.4187  -0.22
C17 9.9531 3.0981 0.3449  -1.12
C18 8.4728 2.8532 0.7183  1.24
C19 7.7128 2.4561 -0.5770  -1.07
O5 8.1112 1.1297 -0.9633  -0.34
C20 7.3359 0.6113 -2.0803  -0.81
N5 8.3719 1.8991 1.9406  0.05
H49 8.9128 2.2305 2.7297  -0.05
H50 7.4285 1.6842 2.2330  0.39
H51 8.7671 1.0018 1.6929  0.39
H52 10.2405 2.3098 -0.3509  0.32
H53 10.5212 3.0349 1.2735  0.47
H54 10.1811 4.0689 -0.0946  0.04
H55 8.0596 3.7454 1.1888  -0.72
H56 7.8857 3.1526 -1.3985  0.44
H57 6.6377 2.6377 -0.5466  0.68
H58 6.2678 0.5702 -1.8671  0.31
H59 7.6707 -0.4127 -2.2449  0.26
H60 7.5490 1.1923 -2.9777  0.35
C21 13.3730 -0.3604 0.7432  -1.28
C22 12.7369 -0.1671 -0.6794  0.23
C23 13.0744 1.1522 -1.5158  -0.50
O6 14.4272 1.2045 -1.5528  -0.38
C24 14.8601 2.2485 -2.3758  -0.41
N6 12.9543 -1.3595 -1.6459  -0.28
H61 12.3705 -1.4060 -2.4705  0.36
H62 13.8831 -1.4000 -2.0441  0.34
H63 12.7894 -2.2659 -1.2287  0.37
H64 12.8052 0.1092 1.5463  0.27
H65 14.3470 0.1236 0.6708  0.34
H66 13.5080 -1.3792 1.1066  0.41
H67 11.6593 -0.2938 -0.5737  0.37
H68 12.6464 2.0560 -1.0811  0.05
H69 12.6995 1.0091 -2.5301  0.53
H70 15.9308 2.2898 -2.1778  0.15
H71 14.3572 3.2055 -2.2331  0.05
H72 14.7056 2.0619 -3.4391  0.33
C25 14.9237 10.1027 -0.0837  -1.28
C26 15.6699 9.5791 1.2005  0.11
C27 15.9948 8.0492 1.1492  0.01
O7 16.6128 7.7284 2.3953  -0.48
C28 16.4618 6.3059 2.7088  -0.41
N7 17.0593 10.4161 1.1662  -0.25
H73 17.4757 10.3562 0.2467  0.38
H74 16.8427 11.3898 1.3295  0.32
H75 17.7133 10.0522 1.8459  0.36
H76 13.8642 9.8486 -0.1166  0.08
H77 15.3603 9.5474 -0.9143  0.47
H78 15.0250 11.1727 -0.2652  0.48
H79 15.2406 10.0242 2.0979  0.38
H80 16.7543 7.9162 0.3778  0.39
H81 15.1467 7.4242 0.8690  -0.16
H82 16.9689 6.0665 3.6433  0.33
H83 16.9523 5.7637 1.9001  0.12
H84 15.4484 5.9247 2.8367  0.18
C29 13.6372 4.3953 5.9780  -1.40
C30 12.8391 5.2540 6.9490  0.24
C31 12.6616 6.7022 6.6288  -0.27
O8 11.8670 7.2547 7.6915  -0.38
C32 11.4654 8.5780 7.4432  -0.61
N8 11.4639 4.6695 7.1786  -0.03
H85 10.7597 5.3356 7.4668  0.40
H86 11.0289 4.2335 6.3754  -0.18
H87 11.5121 3.9110 7.8452  0.41
H88 13.2599 4.4836 4.9594  0.28
H89 13.6713 3.3581 6.3114  0.44
H90 14.6797 4.6855 6.1091  0.42
H91 13.2876 5.2592 7.9425  0.34
H92 12.2428 6.8771 5.6370  -0.05
H93 13.5804 7.2891 6.6480  0.48
H94 11.1177 8.7150 6.4186  0.13
H95 12.2805 9.2859 7.5949  0.32
H96 10.6159 8.7684 8.0987  0.30
C33 4.7532 7.6330 -0.1751  0.44
F1 4.8265 8.3118 0.9166  -0.23
F2 3.7229 6.7031 -0.2424  -0.22
F3 4.5693 8.5540 -1.1244  -0.19
S1 6.5002 6.8103 -0.6567  1.09
O9 6.6067 5.6946 0.3234  -0.58
O10 6.3863 6.5271 -2.0977  -0.46
O11 7.5583 7.8229 -0.5250  -0.76
C34 10.8184 5.0513 -3.7976  0.30
F4 10.4598 4.1495 -2.9007  -0.10
F5 11.1788 6.2516 -3.2196  -0.15
F6 11.8488 4.6055 -4.5318  -0.22
S2 9.2941 5.4632 -4.9114  1.13
O12 8.2184 6.1082 -4.1181  -0.54
O13 9.7611 6.4265 -5.9410  -0.67
O14 8.8140 4.2327 -5.4613  -0.69
C35 14.5761 7.2700 -3.2896  0.36
F7 13.5734 8.0959 -3.1191  -0.21
F8 15.4968 7.2038 -2.2930  -0.18
F9 14.0625 6.0670 -3.3278  -0.11
S3 15.3776 7.6907 -4.9345  1.10
O15 16.0904 8.9247 -4.5555  -0.70
O16 16.3265 6.6128 -5.2424  -0.70
O17 14.2246 7.8907 -5.8476  -0.59
Br1 9.8261 4.0046 4.0897  -0.71

* orbital gap: 3.1 eV
* molar mass: 1248.28 g mol⁻¹
* LUMO level: -0.3257 hartree
* total energy: -211541.910 eV
* energy above the lowest of the compared OMol25 structures with the same formula, charge and spin: 5.87 kJ/mol
* net charge: +4